{
  "formula": "C32H16Cl4N3O13TeY",
  "method": "ωB97M-V/def2-TZVPD",
  "species": ["Y", "Cl", "C", "C", "Cl", "C", "Cl", "C", "O", "C", "O", "C", "Cl", "O", "C", "O", "C", "C", "C", "C", "C", "C", "O", "N", "O", "O", "N", "O", "O", "H", "H", "Te", "C", "C", "C", "C", "C", "C", "C", "C", "C", "C", "C", "C", "H", "H", "H", "H", "H", "H", "H", "H", "H", "H", "O", "C", "O", "C", "C", "C", "C", "C", "C", "N", "O", "O", "H", "H", "H", "H"],
  "positions_angstrom": [[0.037, 0.870, 0.408], [1.905, 4.058, 6.250], [1.954, 3.114, 4.793], [3.038, 2.302, 4.524], [4.368, 2.205, 5.638], [3.065, 1.554, 3.339], [4.427, 0.545, 2.953], [2.030, 1.606, 2.415], [2.028, 0.936, 1.279], [0.889, 2.423, 2.714], [-0.093, 2.447, 1.845], [0.888, 3.173, 3.886], [-0.494, 4.173, 4.196], [-1.466, -2.402, 2.878], [-1.289, -1.800, 1.831], [-0.689, -0.665, 1.727], [-1.763, -2.444, 0.531], [-2.292, -3.706, 0.654], [-2.675, -4.436, -0.468], [-2.519, -3.923, -1.737], [-2.017, -2.648, -1.874], [-1.633, -1.817, -0.764], [-1.186, -0.639, -0.924], [-1.887, -2.186, -3.261], [-1.857, -3.045, -4.136], [-1.909, -0.997, -3.495], [-3.230, -5.770, -0.315], [-3.551, -6.385, -1.322], [-3.325, -6.231, 0.811], [-2.378, -4.118, 1.648], [-2.782, -4.498, -2.610], [1.117, 0.338, -2.485], [3.176, 0.744, -2.762], [4.037, 0.758, -1.665], [5.389, 1.007, -1.849], [5.888, 1.258, -3.121], [5.031, 1.264, -4.211], [3.676, 1.007, -4.032], [1.426, -1.729, -2.163], [1.243, -2.630, -3.205], [1.325, -3.997, -2.969], [1.588, -4.469, -1.692], [1.779, -3.572, -0.649], [1.701, -2.206, -0.883], [3.648, 0.597, -0.665], [6.050, 1.019, -0.991], [6.944, 1.458, -3.260], [5.413, 1.467, -5.204], [3.010, 1.007, -4.886], [0.991, -2.270, -4.194], [1.153, -4.690, -3.783], [1.628, -5.534, -1.504], [1.972, -3.927, 0.355], [1.860, -1.530, -0.049], [-2.128, 3.953, -1.903], [-1.851, 3.185, -0.993], [-0.904, 2.319, -0.984], [-2.711, 3.224, 0.261], [-3.072, 2.069, 0.944], [-3.842, 2.133, 2.093], [-4.235, 3.380, 2.543], [-3.897, 4.551, 1.888], [-3.145, 4.459, 0.732], [-5.058, 3.467, 3.763], [-5.381, 4.576, 4.154], [-5.427, 2.432, 4.282], [-2.777, 1.090, 0.578], [-4.120, 1.243, 2.636], [-4.222, 5.502, 2.283], [-2.871, 5.345, 0.176]],
  "energy_ha": -4518.6988,
  "homo_energy_ha": -0.10796,
  "total_charge": -2,
  "gap_ev": 6.54,
  "de_lowest_ev": 0.323
}



{
  "formula": "C32H16Cl7N7NdO7S2",
  "method": "ωB97M-V/def2-TZVPD",
  "species": ["Nd", "Cl", "C", "C", "Cl", "C", "Cl", "C", "O", "C", "O", "C", "Cl", "O", "C", "O", "C", "C", "Cl", "N", "N", "C", "C", "O", "O", "C", "C", "C", "C", "C", "C", "H", "H", "H", "H", "H", "H", "N", "C", "N", "C", "C", "S", "C", "C", "S", "C", "N", "N", "H", "H", "H", "H", "H", "H", "Cl", "C", "C", "C", "Cl", "C", "C", "C", "C", "N", "C", "C", "O", "H", "H", "H", "H"],
  "positions_angstrom": [[-0.404, 1.003, -0.699], [3.298, 7.129, -0.150], [2.881, 5.488, -0.364], [3.816, 4.542, -0.896], [5.441, 5.094, -1.009], [3.379, 3.313, -1.464], [4.426, 2.480, -2.523], [2.084, 2.930, -1.060], [1.565, 1.763, -1.403], [1.271, 3.659, -0.085], [0.256, 3.022, 0.382], [1.628, 5.044, 0.104], [0.643, 6.035, 1.121], [0.867, -2.592, -5.746], [1.652, -3.065, -4.805], [2.603, -3.783, -5.080], [1.265, -2.767, -3.402], [1.927, -3.224, -2.277], [3.049, -4.530, -2.190], [1.569, -2.523, -1.158], [0.499, -1.666, -1.512], [0.429, -1.722, -2.833], [-0.457, -0.753, -3.527], [-0.753, -0.968, -4.737], [-0.858, 0.234, -2.869], [2.088, -2.448, 0.161], [3.245, -3.303, 0.717], [2.878, -4.663, 1.299], [1.781, -4.696, 2.056], [1.167, -3.356, 2.445], [0.876, -2.458, 1.175], [0.185, -1.916, -5.463], [4.148, -3.277, 0.086], [3.451, -5.541, 0.963], [1.444, -5.660, 2.491], [0.238, -3.311, 3.039], [-0.144, -2.534, 0.749], [3.317, -0.409, -0.713], [2.561, -0.964, 0.231], [2.005, -0.252, 1.170], [1.217, -1.196, 2.020], [2.040, -2.199, 2.901], [3.776, -2.380, 2.246], [0.076, -0.478, 2.655], [-0.492, -0.771, 3.848], [-1.848, 0.337, 4.130], [-1.242, 1.319, 2.829], [-0.372, 0.698, 2.011], [-1.419, 2.620, 2.732], [3.377, 0.593, -0.693], [3.885, -0.879, -1.400], [1.993, -2.109, 3.972], [-0.153, -1.389, 4.674], [-1.763, 3.132, 3.572], [-0.932, 3.156, 2.007], [-3.782, 4.892, -1.509], [-4.213, 3.549, -0.597], [-5.531, 3.435, -0.044], [-6.001, 2.183, 0.357], [-7.441, 2.157, 1.308], [-5.255, 1.008, 0.108], [-5.692, -0.315, 0.434], [-4.824, -1.345, 0.407], [-3.490, -1.076, 0.148], [-3.049, 0.101, -0.208], [-3.914, 1.156, -0.228], [-3.356, 2.435, -0.638], [-2.165, 2.517, -1.064], [-6.232, 4.265, -0.038], [-6.725, -0.544, 0.752], [-4.994, -2.366, 0.690], [-2.801, -1.862, 0.393]],
  "energy_ha": -6718.4286,
  "homo_energy_ha": [-0.16166, -0.16173],
  "s_squared": 3.7527,
  "multiplicity": 4,
  "total_charge": -1,
  "gap_ev": [6.06, 6.06],
  "de_lowest_ev": 2.667
}



{
  "formula": "C32H21FN7O12Ru",
  "method": "ωB97M-V/def2-TZVPD",
  "species": ["Ru", "O", "C", "N", "C", "O", "C", "C", "C", "C", "C", "N", "C", "C", "C", "C", "C", "N", "H", "H", "H", "H", "H", "H", "H", "H", "C", "C", "C", "C", "C", "C", "C", "F", "C", "C", "C", "O", "C", "C", "N", "C", "C", "O", "O", "H", "H", "H", "H", "H", "H", "H", "H", "H", "H", "H", "O", "N", "O", "C", "C", "C", "C", "O", "C", "C", "N", "O", "O", "N", "O", "O", "H", "H"],
  "positions_angstrom": [[-0.074, -0.247, -0.457], [0.483, 2.412, 2.595], [0.486, 1.498, 1.814], [-0.170, 1.418, 0.588], [-1.037, 2.415, 0.150], [-1.202, 3.507, 0.622], [-1.832, 1.959, -1.056], [-2.648, 2.837, -1.733], [-3.329, 2.384, -2.852], [-3.161, 1.071, -3.257], [-2.323, 0.245, -2.530], [-1.694, 0.683, -1.438], [1.237, 0.223, 2.098], [1.996, 0.074, 3.240], [2.672, -1.120, 3.431], [2.581, -2.112, 2.469], [1.800, -1.889, 1.351], [1.130, -0.750, 1.193], [-2.714, 3.855, -1.375], [-3.972, 3.052, -3.412], [-3.661, 0.680, -4.133], [-2.149, -0.781, -2.827], [2.039, 0.894, 3.942], [3.279, -1.272, 4.315], [3.124, -3.042, 2.566], [1.704, -2.618, 0.558], [-5.093, -5.885, 0.202], [-4.027, -6.015, 1.286], [-4.688, -6.166, 2.646], [-3.654, -6.183, 3.761], [-2.858, -4.909, 3.720], [-2.329, -4.351, 4.860], [-1.608, -3.162, 4.790], [-1.090, -2.661, 5.924], [-1.433, -2.497, 3.614], [-1.957, -3.054, 2.440], [-1.748, -2.361, 1.173], [-1.385, -1.161, 1.178], [-2.000, -3.147, 0.016], [-2.702, -4.307, 0.130], [-3.125, -4.829, 1.297], [-2.662, -4.264, 2.484], [-1.545, -2.720, -1.347], [-2.198, -3.041, -2.330], [-0.434, -2.069, -1.354], [-5.849, -6.655, 0.355], [-4.694, -6.008, -0.803], [-5.578, -4.909, 0.266], [-3.413, -6.898, 1.090], [-5.273, -7.085, 2.648], [-5.379, -5.330, 2.800], [-2.990, -7.044, 3.627], [-4.134, -6.290, 4.733], [-2.467, -4.836, 5.819], [-0.893, -1.559, 3.565], [-2.953, -4.843, -0.775], [7.043, 0.114, -4.849], [5.860, 0.190, -5.127], [5.422, 0.311, -6.257], [4.901, 0.126, -4.028], [3.559, 0.278, -4.294], [2.662, 0.227, -3.254], [3.033, -0.140, -1.908], [2.209, -0.504, -1.046], [4.467, -0.141, -1.693], [5.356, -0.038, -2.730], [5.043, -0.258, -0.351], [6.261, -0.282, -0.264], [4.307, -0.304, 0.613], [1.295, 0.545, -3.533], [0.899, 0.552, -4.676], [0.569, 0.869, -2.597], [3.207, 0.457, -5.299], [6.414, -0.086, -2.524]],
  "energy_ha": -2712.7943,
  "homo_energy_ha": [-0.31834, -0.31465],
  "s_squared": 0.7691,
  "multiplicity": 2,
  "gap_ev": [7.50, 7.32],
  "de_lowest_ev": 0.000
}



What did the first record say?
{
  "formula": "C32H16Cl4N3O13TeY",
  "method": "ωB97M-V/def2-TZVPD",
  "species": ["Y", "Cl", "C", "C", "Cl", "C", "Cl", "C", "O", "C", "O", "C", "Cl", "O", "C", "O", "C", "C", "C", "C", "C", "C", "O", "N", "O", "O", "N", "O", "O", "H", "H", "Te", "C", "C", "C", "C", "C", "C", "C", "C", "C", "C", "C", "C", "H", "H", "H", "H", "H", "H", "H", "H", "H", "H", "O", "C", "O", "C", "C", "C", "C", "C", "C", "N", "O", "O", "H", "H", "H", "H"],
  "positions_angstrom": [[0.037, 0.870, 0.408], [1.905, 4.058, 6.250], [1.954, 3.114, 4.793], [3.038, 2.302, 4.524], [4.368, 2.205, 5.638], [3.065, 1.554, 3.339], [4.427, 0.545, 2.953], [2.030, 1.606, 2.415], [2.028, 0.936, 1.279], [0.889, 2.423, 2.714], [-0.093, 2.447, 1.845], [0.888, 3.173, 3.886], [-0.494, 4.173, 4.196], [-1.466, -2.402, 2.878], [-1.289, -1.800, 1.831], [-0.689, -0.665, 1.727], [-1.763, -2.444, 0.531], [-2.292, -3.706, 0.654], [-2.675, -4.436, -0.468], [-2.519, -3.923, -1.737], [-2.017, -2.648, -1.874], [-1.633, -1.817, -0.764], [-1.186, -0.639, -0.924], [-1.887, -2.186, -3.261], [-1.857, -3.045, -4.136], [-1.909, -0.997, -3.495], [-3.230, -5.770, -0.315], [-3.551, -6.385, -1.322], [-3.325, -6.231, 0.811], [-2.378, -4.118, 1.648], [-2.782, -4.498, -2.610], [1.117, 0.338, -2.485], [3.176, 0.744, -2.762], [4.037, 0.758, -1.665], [5.389, 1.007, -1.849], [5.888, 1.258, -3.121], [5.031, 1.264, -4.211], [3.676, 1.007, -4.032], [1.426, -1.729, -2.163], [1.243, -2.630, -3.205], [1.325, -3.997, -2.969], [1.588, -4.469, -1.692], [1.779, -3.572, -0.649], [1.701, -2.206, -0.883], [3.648, 0.597, -0.665], [6.050, 1.019, -0.991], [6.944, 1.458, -3.260], [5.413, 1.467, -5.204], [3.010, 1.007, -4.886], [0.991, -2.270, -4.194], [1.153, -4.690, -3.783], [1.628, -5.534, -1.504], [1.972, -3.927, 0.355], [1.860, -1.530, -0.049], [-2.128, 3.953, -1.903], [-1.851, 3.185, -0.993], [-0.904, 2.319, -0.984], [-2.711, 3.224, 0.261], [-3.072, 2.069, 0.944], [-3.842, 2.133, 2.093], [-4.235, 3.380, 2.543], [-3.897, 4.551, 1.888], [-3.145, 4.459, 0.732], [-5.058, 3.467, 3.763], [-5.381, 4.576, 4.154], [-5.427, 2.432, 4.282], [-2.777, 1.090, 0.578], [-4.120, 1.243, 2.636], [-4.222, 5.502, 2.283], [-2.871, 5.345, 0.176]],
  "energy_ha": -4518.6988,
  "homo_energy_ha": -0.10796,
  "total_charge": -2,
  "gap_ev": 6.54,
  "de_lowest_ev": 0.323
}